No. 1
{"formula": "C4H5N2", "method": "ωB97M-V/def2-TZVPD", "species": ["N", "N", "C", "C", "C", "C", "H", "H", "H", "H", "H"], "coordinates": [[0.764590, -1.098752, 1.328857], [-0.877296, 0.174333, -2.423993], [-0.139923, 2.239665, -1.056385], [0.730011, -1.427074, 2.532269], [0.717217, -0.705719, 0.217007], [-0.509977, 1.252889, -1.772318], [-0.128515, -1.106056, 3.166310], [-0.275787, -0.149122, -3.242000], [1.522248, -2.302241, 2.741000], [0.221872, 3.060790, -0.481929], [-1.600449, -0.445491, -2.061399]], "atomic_forces_ev_per_a": [[-0.36, 1.81, -3.78], [1.70, 1.21, -0.49], [-1.08, -3.10, -2.27], [1.34, -3.71, 4.43], [-0.05, 0.21, -0.72], [0.50, 0.91, 1.35], [1.06, -0.42, -0.34], [-1.17, 0.50, 1.41], [-2.06, 2.20, 0.40], [0.01, 0.20, 0.08], [0.12, 0.19, -0.07]], "de_lowest_kcal_mol": 123.9, "homo_lumo_gap_ev": [10.9, 4.2], "e_tot_ev": -7195.1771, "total_charge": 1, "e_homo_ha": [-0.56168, -0.44523]}

---

No. 2
{"formula": "C4H5N2", "method": "ωB97M-V/def2-TZVPD", "species": ["N", "N", "C", "C", "C", "C", "H", "H", "H", "H", "H"], "coordinates": [[-0.993232, -1.327848, 0.186982], [-2.114667, 0.785558, 0.007793], [-0.017045, -0.476483, 0.046401], [-0.711824, 1.094987, -0.122946], [1.371273, -0.708918, 0.081081], [-1.945293, -0.425282, 0.120599], [1.814567, -1.652987, 0.461739], [1.824208, -0.767369, -0.959452], [1.869375, 0.098066, 0.474200], [-0.488304, 1.712041, 0.646747], [-0.609059, 1.668239, -0.943146]], "atomic_forces_ev_per_a": [[-1.04, -0.68, 0.22], [-2.97, -3.84, 0.45], [-1.26, 2.92, -0.62], [1.20, -4.85, 0.95], [2.32, -2.83, -2.14], [0.65, 3.61, -0.43], [-1.06, 0.41, 0.37], [-0.94, 0.35, 0.53], [1.13, 2.04, 1.22], [1.08, 1.60, 2.97], [0.87, 1.28, -3.51]], "de_lowest_kcal_mol": 87.2, "homo_lumo_gap_ev": 9.5, "e_tot_ev": -7196.7723, "total_charge": 1, "e_homo_ha": -0.61762}

---

No. 3
{"formula": "C4H5N2O", "method": "ωB97M-V/def2-TZVPD", "species": ["O", "N", "N", "C", "C", "C", "C", "H", "H", "H", "H", "H"], "coordinates": [[3.201497, -0.387839, 0.061698], [-1.603545, 0.281887, 0.070239], [0.349496, 1.537405, 0.140916], [0.867554, -0.798575, -0.043946], [-0.331569, 0.404653, 0.020739], [1.622727, 1.467666, -0.158480], [2.099964, 0.038407, 0.021281], [-2.116449, -0.574235, -0.058014], [0.675139, -1.592477, 0.812368], [-2.194583, 1.092921, 0.354790], [0.968277, -1.406734, -0.896383], [2.393450, 2.213999, -0.095506]], "atomic_forces_ev_per_a": [[1.02, 0.40, 0.37], [-0.93, 1.53, 0.66], [1.07, 4.05, -0.92], [-3.35, -0.33, 2.94], [3.77, -4.72, -0.38], [-1.24, -1.70, 2.60], [-1.07, -0.67, -1.36], [0.30, -0.49, -0.01], [0.55, 1.92, -1.40], [0.72, -0.51, -0.57], [-0.45, -0.54, -1.50], [-0.39, 1.06, -0.42]], "de_lowest_kcal_mol": 15.1, "homo_lumo_gap_ev": 8.0, "e_tot_ev": -9247.5931, "smiles": "[NH2+]=C1CC(=O)C=N1", "total_charge": 1, "e_homo_ha": -0.54084}

---

No. 4
{"formula": "C4H5N2OP", "method": "ωB97M-V/def2-TZVPD", "species": ["P", "O", "N", "N", "C", "C", "C", "C", "H", "H", "H", "H", "H"], "coordinates": [[2.001543, 0.213323, 0.788033], [3.736308, -0.686563, -1.035962], [-1.095865, 0.516254, 1.173913], [-0.560998, -0.150778, -0.801499], [2.567652, -0.372553, -0.900479], [-1.928523, 0.017173, -0.753821], [-2.283217, 0.358323, 0.493848], [-0.106216, 0.081893, 0.389570], [1.951537, -1.012295, 1.297202], [-2.291392, -0.078745, -1.770266], [-3.237550, 0.655598, 0.814979], [2.130023, -0.249102, -1.831949], [-0.883302, 0.707472, 2.136432]], "atomic_forces_ev_per_a": [[-3.45, 1.37, -1.55], [-0.25, -0.30, 1.11], [0.16, -0.41, 1.65], [0.92, -0.65, -0.51], [2.79, 0.22, 0.76], [1.86, -0.56, -1.63], [-0.19, 0.80, -0.24], [3.29, 0.83, -0.79], [0.27, -2.05, 0.90], [-1.32, 0.00, 0.70], [-0.76, 0.26, 0.85], [-2.51, 0.37, -1.48], [-0.79, 0.12, 0.24]], "de_lowest_kcal_mol": 39.3, "homo_lumo_gap_ev": 9.7, "e_tot_ev": -18542.9772, "smiles": "O=CPc1ncc[nH]1", "e_homo_ha": -0.33725}

---

No. 5
{"formula": "C4H5N2S", "method": "ωB97M-V/def2-TZVPD", "species": ["S", "N", "N", "C", "C", "C", "C", "H", "H", "H", "H", "H"], "coordinates": [[0.403004, -1.319424, 1.028977], [-1.158614, 0.715422, 1.108924], [-0.653606, 0.695921, -0.423147], [-1.092481, 0.997776, 2.576458], [0.692716, -0.675657, -1.777963], [-0.610148, -0.226264, 1.828252], [0.081080, -0.333397, -0.520589], [1.456027, -1.355924, -1.504903], [0.096147, -1.135768, -2.541219], [-0.103991, 1.453933, 2.997430], [1.131705, 0.284726, -2.290194], [-2.079831, 1.011235, 3.053253]], "atomic_forces_ev_per_a": [[-0.58, 0.99, -0.42], [1.71, -2.35, -1.97], [-0.94, 1.10, 2.91], [2.79, -0.23, 0.75], [1.68, 1.75, -1.85], [-1.42, 1.01, -1.72], [-1.21, 0.14, 2.01], [1.25, -0.65, -0.41], [-0.80, -0.30, 0.00], [-2.46, 0.18, -0.48], [-0.65, -1.83, 1.17], [0.64, 0.19, -0.01]], "de_lowest_kcal_mol": 62.9, "homo_lumo_gap_ev": 10.4, "e_tot_ev": -18032.6237, "total_charge": 1, "e_homo_ha": -0.58356}

---

No. 6
{"formula": "C4H5N3", "method": "ωB97M-V/def2-TZVPD", "species": ["N", "N", "N", "C", "C", "C", "C", "H", "H", "H", "H", "H"], "coordinates": [[-1.068772, -1.136874, 3.224712], [-1.744827, -0.842534, -0.824885], [0.635682, -0.349244, -0.413571], [1.222923, 0.587580, -1.327301], [-1.220603, 0.112017, 0.976938], [-1.170679, -0.579660, 2.210028], [-0.719935, -0.471551, -0.226165], [2.139807, 1.005834, -0.896700], [0.530531, 1.422006, -1.498149], [1.180945, -1.053802, 0.048059], [-1.223810, 1.202941, 1.004295], [1.438739, 0.103286, -2.277260]], "atomic_forces_ev_per_a": [[-0.10, 0.38, -0.74], [0.22, 0.17, -0.09], [0.38, -0.65, -0.38], [0.21, 0.08, -0.43], [-0.51, 0.43, 1.52], [-0.25, -0.28, 0.33], [0.06, 0.14, 0.21], [-0.14, -0.13, -0.15], [0.12, -0.24, 0.02], [0.31, 0.08, -0.02], [-0.49, -0.28, 0.02], [0.19, 0.29, -0.29]], "de_lowest_kcal_mol": 113.3, "homo_lumo_gap_ev": [8.3, 8.5], "e_tot_ev": -8694.8994, "e_homo_ha": [-0.35229, -0.33964]}

---

No. 7
{"formula": "C4H5N3", "method": "ωB97M-V/def2-TZVPD", "species": ["N", "N", "N", "C", "C", "C", "C", "H", "H", "H", "H", "H"], "coordinates": [[-0.637069, -0.144820, -0.168592], [-0.067171, 0.096187, 1.801672], [1.012284, 0.636920, 1.132759], [0.564935, 0.467917, -0.176779], [-0.571464, -0.581645, -1.573901], [0.772215, 0.179237, -1.578679], [-1.019204, -0.364019, 1.154163], [1.287802, 1.131729, -2.153189], [1.530964, -0.751696, -1.591236], [-1.727676, -1.079164, 1.586737], [-1.292825, 0.000388, -2.338804], [-0.433455, -1.628203, -1.813182]], "atomic_forces_ev_per_a": [[-1.40, -0.73, -0.46], [3.33, 1.91, 4.89], [-2.29, -0.54, -3.46], [-0.54, -0.50, 4.80], [-1.58, 3.55, -2.82], [5.66, -0.48, -2.16], [-0.69, -1.80, -2.75], [-2.02, -2.75, 0.55], [-0.86, 2.46, -0.29], [-0.14, 0.78, -0.63], [0.96, -1.80, 2.00], [-0.43, -0.13, 0.33]], "de_lowest_kcal_mol": 103.7, "homo_lumo_gap_ev": 10.1, "e_tot_ev": -8695.3170, "smiles": "c1nnc2n1CC2", "e_homo_ha": -0.34838}

---

No. 8
{"formula": "C4H5N3", "method": "ωB97M-V/def2-TZVPD", "species": ["N", "N", "N", "C", "C", "C", "C", "H", "H", "H", "H", "H"], "coordinates": [[0.208172, 1.066790, -0.230553], [-1.626074, -0.152479, 0.208676], [2.227705, -0.842720, 1.410507], [-0.965030, 0.864453, 0.573576], [-0.778176, -0.856458, -0.719076], [1.190133, -0.405325, 1.749980], [0.336892, 0.061019, -1.024435], [-0.237414, -1.609956, -0.093231], [0.947200, 1.726269, -0.009178], [-1.219634, 1.584056, 1.339138], [-1.286634, -1.348524, -1.548807], [1.202860, -0.087121, -1.656596]], "atomic_forces_ev_per_a": [[0.06, -0.13, -0.13], [0.26, 0.26, 0.17], [-1.09, 0.47, 0.13], [-0.28, -0.01, -0.14], [0.06, 0.00, -0.20], [1.12, -0.50, -0.09], [-0.05, 0.06, 0.20], [-0.03, -0.02, -0.08], [-0.07, -0.09, -0.01], [0.02, -0.10, -0.10], [0.10, 0.04, 0.12], [-0.09, 0.01, 0.10]], "de_lowest_kcal_mol": 90.8, "homo_lumo_gap_ev": 7.5, "e_tot_ev": -8695.8736, "e_homo_ha": -0.31988}

---

No. 9
{"formula": "C4H5N3", "method": "ωB97M-V/def2-TZVPD", "species": ["N", "N", "N", "C", "C", "C", "C", "H", "H", "H", "H", "H"], "coordinates": [[0.485334, -0.375652, -1.792963], [0.382209, 1.256065, 1.460218], [-1.061536, -1.504817, -0.371285], [-1.062390, -0.472136, 0.470392], [0.708520, 0.472444, -0.803131], [-0.181502, -1.445567, -1.359918], [-0.012811, 0.443799, 0.394654], [-0.421190, 1.513958, 2.017668], [-1.736914, -0.533346, 1.330962], [0.384237, -2.345209, -1.555303], [0.803269, 2.091738, 1.076968], [1.712774, 0.898724, -0.868262]], "atomic_forces_ev_per_a": [[1.02, -0.78, 0.88], [-0.22, 0.35, -0.06], [0.41, 0.01, 0.24], [0.34, 0.02, 0.07], [0.22, -0.17, 0.31], [-0.04, -0.37, 0.07], [-0.23, 0.10, -0.27], [0.15, 0.10, 0.23], [0.06, 0.24, -0.37], [-1.14, -0.84, -1.37], [0.06, 0.15, 0.38], [-0.64, 1.19, -0.11]], "de_lowest_kcal_mol": 48.8, "homo_lumo_gap_ev": 8.8, "e_tot_ev": -8697.6980, "smiles": "Nc1cncnc1", "e_homo_ha": -0.31006}

---

No. 10
{"formula": "C4H5N3", "method": "ωB97M-V/def2-TZVPD", "species": ["N", "N", "N", "C", "C", "C", "C", "H", "H", "H", "H", "H"], "coordinates": [[1.251753, -1.120773, -1.285933], [-0.729467, 1.003184, -1.005132], [1.641541, -0.981765, 1.010342], [-0.361344, 0.181422, 0.060709], [-1.134346, -0.036571, 1.126521], [0.894013, -0.578047, -0.204076], [2.371399, -0.159834, 1.423415], [-1.535364, 1.586835, -0.826628], [0.509514, -1.150505, -1.985556], [0.028475, 1.503518, -1.453697], [-0.884735, -0.764734, 1.872823], [-2.051437, 0.517270, 1.267213]], "atomic_forces_ev_per_a": [[-0.20, -0.16, 0.76], [0.11, 0.07, -0.17], [-0.93, 0.72, -1.32], [-0.28, 0.12, 0.02], [0.25, 0.16, -0.09], [-0.59, -2.14, -0.39], [1.30, 0.59, 1.14], [0.15, -0.07, -0.03], [0.22, 0.92, -0.10], [-0.15, -0.07, 0.11], [0.20, -0.15, 0.14], [-0.08, 0.01, -0.08]], "de_lowest_kcal_mol": 78.0, "homo_lumo_gap_ev": 9.5, "e_tot_ev": -8696.4285, "e_homo_ha": -0.33505}

---

Number 6 is which compound? C4H5N3